Entry w
Below is a 2-piece molecular cluster, CHCl2NO overall, with properties calculated with wB97M-V/def2-TZVPD.

**Structure (SMILES)**: [O-][N+]#CCl.Cl
**HOMO energy**: -10.3 eV
**Frontier orbital gap**: 9.87 eV
**Lowest unoccupied orbital energy**: -0.016 Eh

Element x y z (Å)
O 2.0189 1.6317 -1.3016
N 2.2850 0.9060 -0.3624
C 2.5102 -0.1255 0.1740
Cl 3.1017 -0.9874 1.4003
Cl -1.1338 1.0982 -0.5553
H 0.1559 0.9343 -0.9744

Per-atom Mulliken charges, elementary charge units: number 1, O, carries -0.584; number 2, N, carries 0.388; number 3, C, carries 0.263; number 4, Cl, carries -0.060; number 5, Cl, carries -0.277; number 6, H, carries 0.270

---

Entry x
Below is a 2-piece molecular cluster, CHCl2NO overall, with properties calculated with wB97M-V/def2-TZVPD.

**Structure (SMILES)**: [O-][N+]#CCl.Cl
**HOMO energy**: -9.9 eV
**Frontier orbital gap**: 10.01 eV
**Lowest unoccupied orbital energy**: 0.005 Eh

Element x y z (Å)
O -0.1460 0.1752 2.2312
N -0.4586 0.6220 1.2176
C -0.6738 1.3481 0.3411
Cl -0.7392 1.7532 -1.2698
Cl 0.5167 -2.2045 -1.6058
H 1.5009 -1.6941 -0.9143

Per-atom Mulliken charges, elementary charge units: number 1, O, carries -0.607; number 2, N, carries 0.584; number 3, C, carries 0.081; number 4, Cl, carries -0.056; number 5, Cl, carries -0.249; number 6, H, carries 0.247

---

Relative energies, in hartree, with the most stable structure set to zero: entry w 0.0029; entry x 0.0000.

---

Entry w
Below is a 2-piece molecular cluster, C2H6NO2P overall, with properties calculated with wB97M-V/def2-TZVPD.

**HOMO energy (alpha / beta)**: -8.3 / -7.6 eV
**Frontier orbital gap (alpha / beta)**: 8.34 / 6.96 eV
**Lowest unoccupied orbital energy (alpha / beta)**: 0.000 / -0.025 Eh

Element x y z (Å)
C 1.9447 -0.6257 0.0115
C -0.7850 -1.1544 -0.2815
N 1.8874 0.6200 0.1765
O 2.5392 -1.6351 0.1303
O 2.9338 1.5857 -0.2766
P -1.0706 0.4897 -0.0088
H -0.2920 -1.4207 -1.2481
H -0.3991 -1.7383 0.6864
H 0.8699 1.1411 -0.0274
H 2.8693 2.2597 0.3635
H -1.1945 0.5065 1.5028
H -2.4424 0.6488 -0.2675

Per-atom Mulliken charges, elementary charge units: number 1, C, carries 0.380; number 2, C, carries -0.643; number 3, N, carries -0.066; number 4, O, carries -0.422; number 5, O, carries -0.416; number 6, P, carries -0.181; number 7, H, carries 0.354; number 8, H, carries 0.300; number 9, H, carries 0.175; number 10, H, carries 0.323; number 11, H, carries 0.078; number 12, H, carries 0.118

---

Entry x
Below is C2H6NO2P as an isolated structure, with properties calculated with wB97M-V/def2-TZVPD.

**HOMO energy (alpha / beta)**: -8.6 / -8.4 eV
**Frontier orbital gap (alpha / beta)**: 7.34 / 7.55 eV
**Lowest unoccupied orbital energy (alpha / beta)**: -0.045 / -0.033 Eh

Element x y z (Å)
C 0.0611 1.6108 -0.3079
C 0.6132 0.2382 -0.1121
N 0.3934 -0.3932 1.1803
O 1.2809 -0.3303 2.0214
O -0.0980 -0.7501 -1.0251
P -0.5619 -1.8770 0.0956
H -0.9922 1.5545 0.2388
H 0.0115 1.8739 -1.3995
H 0.7478 2.2383 0.0606
H 1.6372 -0.0352 -0.5007
H -1.3394 -2.7224 -0.8800
H -1.7536 -1.4076 0.6286

Per-atom Mulliken charges, elementary charge units: number 1, C, carries -1.017; number 2, C, carries 0.307; number 3, N, carries 0.136; number 4, O, carries -0.425; number 5, O, carries -0.348; number 6, P, carries 0.059; number 7, H, carries 0.273; number 8, H, carries 0.267; number 9, H, carries 0.366; number 10, H, carries 0.322; number 11, H, carries 0.036; number 12, H, carries 0.024

---

Entry y
Below is a 2-piece molecular cluster, C2H6NO2P overall, with properties calculated with wB97M-V/def2-TZVPD.

**HOMO energy (alpha / beta)**: -9.9 / -8.9 eV
**Frontier orbital gap (alpha / beta)**: 8.23 / 7.89 eV
**Lowest unoccupied orbital energy (alpha / beta)**: -0.063 / -0.039 Eh

Element x y z (Å)
C -1.4065 0.2175 -0.9875
C -1.6650 -0.3377 0.3539
N 1.9816 -0.3115 0.4008
O -1.8602 -0.0723 -2.0696
O -0.4590 2.7640 -0.2632
P -0.0816 1.5338 -1.0122
H -0.9269 0.0007 1.0910
H -1.6764 -1.3953 0.4501
H -2.7624 0.0997 0.5034
H 1.7731 -0.8560 -0.3554
H 2.9711 0.1406 0.3663
H -0.2378 1.6008 -2.4412

Per-atom Mulliken charges, elementary charge units: number 1, C, carries 0.589; number 2, C, carries -0.938; number 3, N, carries -0.486; number 4, O, carries -0.480; number 5, O, carries -0.495; number 6, P, carries 0.313; number 7, H, carries 0.352; number 8, H, carries 0.320; number 9, H, carries 0.262; number 10, H, carries 0.247; number 11, H, carries 0.233; number 12, H, carries 0.084

---

Entry z
Below is a 2-piece molecular cluster, C2H6NO2P overall, with properties calculated with wB97M-V/def2-TZVPD.

**Structure (SMILES)**: NC#[PH]O.C=O
**HOMO energy**: -8.2 eV
**Frontier orbital gap**: 8.69 eV
**Lowest unoccupied orbital energy**: 0.019 Eh

Element x y z (Å)
N 0.5249 1.6546 -0.0391
C 0.9715 0.6284 0.6515
P 1.1652 -0.8735 -0.4156
O 1.5714 -1.9378 0.7427
H 0.6840 1.9881 -1.0438
H 0.0300 2.2974 0.5921
H 2.5113 -0.4495 -0.7591
H 2.0125 -1.5814 1.6276
C -2.4116 -0.3709 -0.3182
O -2.0794 0.1994 -1.3416
H -1.8107 -0.3254 0.6011
H -3.1691 -1.2295 -0.2977

Per-atom Mulliken charges, elementary charge units: number 1, N, carries -0.073; number 2, C, carries -0.507; number 3, P, carries 0.132; number 4, O, carries -0.456; number 5, H, carries 0.225; number 6, H, carries 0.307; number 7, H, carries 0.016; number 8, H, carries 0.359; number 9, C, carries -0.069; number 10, O, carries -0.359; number 11, H, carries 0.195; number 12, H, carries 0.230

---

Relative energies, in hartree, with the most stable structure set to zero: entry w 0.1136; entry x 0.0357; entry y 0.0127; entry z 0.0000.

---

Entry w
Below is C6H7N3O in the gas phase, with properties calculated with wB97M-V/def2-TZVPD.

**Structure (SMILES)**: CN1Cc2cncn2C1=O
**HOMO energy**: -9.1 eV
**Frontier orbital gap**: 9.79 eV
**Lowest unoccupied orbital energy**: 0.024 Eh

Element x y z (Å)
C -0.2521 -0.8331 2.3537
N 0.0162 -0.7801 0.9409
C 1.1805 -0.2043 0.3833
C 0.7268 0.2926 -0.9379
C 1.1607 0.7811 -2.1171
N -0.0152 1.0558 -2.8726
C -1.0201 0.6871 -2.1733
N -0.6155 0.2746 -0.9573
C -1.2689 -0.1684 0.1448
O -2.4107 -0.1677 0.4559
H -1.2334 -1.1163 2.4490
H 0.4225 -1.4847 3.0288
H -0.1981 0.2496 2.7828
H 1.9535 -1.0683 0.1907
H 1.4708 0.7546 0.9123
H 2.1655 1.1684 -2.2501
H -2.0824 0.5593 -2.3338

Per-atom Mulliken charges, elementary charge units: number 1, C, carries -0.890; number 2, N, carries -0.113; number 3, C, carries -0.108; number 4, C, carries 0.111; number 5, C, carries -0.653; number 6, N, carries -0.646; number 7, C, carries 0.094; number 8, N, carries 0.131; number 9, C, carries 0.405; number 10, O, carries -0.511; number 11, H, carries 0.363; number 12, H, carries 0.257; number 13, H, carries 0.297; number 14, H, carries 0.294; number 15, H, carries 0.247; number 16, H, carries 0.354; number 17, H, carries 0.369

---

Entry x
Below is C6H7N3O in the gas phase, with properties calculated with wB97M-V/def2-TZVPD.

**Structure (SMILES)**: CN(C)c1ocnc1C#N
**HOMO energy**: -7.5 eV
**Frontier orbital gap**: 7.96 eV
**Lowest unoccupied orbital energy**: 0.018 Eh

Element x y z (Å)
C -0.4064 0.0812 -1.4780
N 0.1759 -0.0626 -0.1494
C -0.1050 1.0176 0.7817
C 0.7484 -1.2181 0.2096
O 1.1011 -1.5666 1.3950
C 1.5852 -2.8833 1.2844
N 1.4891 -3.4589 0.1276
C 0.9935 -2.6328 -0.7109
C 0.8193 -2.7922 -2.0707
N 0.3247 -2.8677 -3.1290
H 0.2132 -0.3761 -2.2386
H -1.3530 -0.2045 -1.7470
H -0.4409 1.2051 -1.5987
H -1.2346 1.0812 1.0274
H 0.4783 1.0463 1.6602
H 0.0851 1.8788 0.1569
H 1.7963 -3.4024 2.2310

Per-atom Mulliken charges, elementary charge units: number 1, C, carries -0.990; number 2, N, carries 0.004; number 3, C, carries -0.944; number 4, C, carries 0.670; number 5, O, carries -0.394; number 6, C, carries -0.297; number 7, N, carries -0.507; number 8, C, carries 0.469; number 9, C, carries 0.227; number 10, N, carries -0.570; number 11, H, carries 0.404; number 12, H, carries 0.354; number 13, H, carries 0.216; number 14, H, carries 0.303; number 15, H, carries 0.351; number 16, H, carries 0.333; number 17, H, carries 0.371

---

Entry y
Below is C6H7N3O in the gas phase, with properties calculated with wB97M-V/def2-TZVPD.

**Structure (SMILES)**: [H]/N=N/Nc1ccccc1O
**HOMO energy**: -8.3 eV
**Frontier orbital gap**: 8.85 eV
**Lowest unoccupied orbital energy**: 0.020 Eh

Element x y z (Å)
H -4.1007 -0.8028 -0.0912
N -3.1025 -0.5969 0.0203
N -3.0137 0.6669 0.0058
N -1.7252 1.1125 0.0493
C -0.4634 0.3506 -0.0386
C 0.6576 1.2388 -0.0443
C 1.9666 0.7968 0.0541
C 2.2741 -0.5177 0.1030
C 1.1949 -1.4293 -0.0867
C -0.1631 -1.0370 -0.0070
O -0.9260 -2.1272 0.0228
H -1.8229 2.0679 0.0152
H 0.4592 2.3133 -0.2245
H 2.8017 1.4756 -0.1189
H 3.3535 -0.6014 0.0016
H 1.2901 -2.4360 -0.1767
H -1.8159 -1.8900 0.3136

Per-atom Mulliken charges, elementary charge units: number 1, H, carries 0.213; number 2, N, carries -0.273; number 3, N, carries -0.758; number 4, N, carries 0.211; number 5, C, carries 0.606; number 6, C, carries -0.585; number 7, C, carries -0.380; number 8, C, carries -0.523; number 9, C, carries -0.630; number 10, C, carries 0.694; number 11, O, carries -0.542; number 12, H, carries 0.224; number 13, H, carries 0.251; number 14, H, carries 0.297; number 15, H, carries 0.294; number 16, H, carries 0.495; number 17, H, carries 0.404

---

Relative energies, in hartree, with the most stable structure set to zero: entry w 0.0000; entry x 0.0695; entry y 0.0453.